This record from the Open Molecules 2025 dataset describes a 2-piece molecular cluster, CH6NPS overall in a non-equilibrium geometry. The level of theory is the ωB97M-V functional and the def2-TZVPD basis.

Last columns: bonded neighbours and bond lengths (Å).
Geometry (Å):
1 C -1.72624 -1.33382 0.25494  P3 1.659, H5 1.034, H6 1.157
2 N 2.20554 1.19222 -1.05093  S4 1.710, H7 1.012, H8 1.056
3 P -1.99608 0.24657 0.68244  C1 1.659, H9 1.321
4 S 1.02053 0.53527 -0.00813  N2 1.710, H10 1.322
5 H -1.99408 -2.14506 0.83812  C1 1.034
6 H -1.55650 -1.59439 -0.85984  C1 1.157
7 H 2.83551 1.71350 -0.45476  N2 1.012
8 H 1.69653 1.90075 -1.64599  N2 1.056
9 H -2.15158 0.07137 1.98240  P3 1.321
10 H 1.66635 -0.58642 0.26176  S4 1.322

Summary:
HOMO energy: -8.74 eV
orbital gap: 9.0441 eV